ORCA calculation (wB97M-V/def2-TZVPD) on C5H8N2 in the gas phase.

Geometry (Å):
N 0.10749 -1.36659 -0.12578
C 0.91944 0.72441 -0.03044
H -2.35118 -0.10945 -1.11046
C -0.45766 0.82313 0.15582
H -1.05057 -0.77940 1.52360
H -0.01294 -2.34761 -0.32450
C 1.18048 -0.66536 -0.28033
H 2.13694 -1.12181 -0.49050
H 2.94474 1.23528 -0.05853
C 1.94521 1.59431 0.07779
H -2.95160 -0.91490 0.13354
N -2.17308 -0.89460 -0.49948
C -1.02122 -0.51039 0.23751
H 1.76556 2.63425 0.28896
H -0.98161 1.69874 0.50280

Atoms 1-6, force components in eV/Å:
0.2 -0.2 -0.5
-0.3 -0.5 0.1
-0.1 0.0 -0.4
-0.3 0.4 -0.6
-0.8 0.2 -3.1
0.0 0.0 0.1

Summary:
energy above the lowest of the compared OMol25 structures with the same formula, charge and spin = 83.2 kcal/mol
Kohn-Sham gap (spin up / spin down) = 6.1 / 6.1 eV
molecular weight = 96.13 g/mol

natural (NBO) population analysis, charges in e, atoms 1 to 5: -0.465, -0.134, 0.375, -0.488, 0.134

---

ORCA calculation (wB97M-V/def2-TZVPD) on C5H8N2 as an isolated structure.

Geometry (Å):
H -0.49603 1.55818 1.16546
H 1.39701 2.01885 -1.43236
N 1.17020 -1.05967 1.64840
H -2.32454 0.66249 -0.30881
C 0.62884 -0.27979 0.82377
C -1.68768 -0.08392 0.17629
C 0.60381 0.33121 -0.46766
H 2.05315 -1.41287 1.27093
H -0.74154 -1.96021 -0.50817
H -1.14184 -0.81133 -1.85688
H -2.26181 -0.65342 0.91032
C -0.88957 -0.92179 -0.80705
H 2.63797 0.88210 -0.61616
C 1.60680 1.13874 -0.83693
N -0.55478 0.59142 0.83883

Atoms 1-6, force components in eV/Å:
-0.3 -0.7 0.3
0.3 -0.2 -0.5
-0.6 1.0 0.0
0.1 -0.1 0.1
1.0 0.0 0.1
0.2 0.4 0.3

Summary:
energy above the lowest of the compared OMol25 structures with the same formula, charge and spin = 142.0 kcal/mol
Kohn-Sham gap = 8.0 eV
molecular weight = 96.13 g/mol

natural (NBO) population analysis, charges in e, atoms 1 to 5: 0.432, 0.198, -0.631, 0.208, 0.422

---

ORCA calculation (wB97M-V/def2-TZVPD) on C5H8N2 in the gas phase.

Geometry (Å):
H -0.73554 -0.52900 -1.89718
H 0.30624 0.82109 2.09371
H 1.82323 -0.60424 -0.56286
C -0.47502 0.55228 1.38502
H -1.31757 0.01661 1.81732
C -0.48106 -2.09065 -0.52171
C -0.06012 0.28941 -0.00980
N -0.81319 1.49472 0.31459
H 1.98654 0.86292 0.41092
H -1.93424 -0.57697 -0.59793
H 1.53107 0.97992 -1.30356
N -0.15608 -3.16857 -0.25965
C 1.40228 0.39187 -0.38654
C -0.87163 -0.70850 -0.82395
H -0.19890 2.30485 0.33663

Atoms 1-6, force components in eV/Å:
0.0 0.0 0.1
-0.1 0.0 -0.1
0.0 0.1 0.1
0.0 -0.2 0.3
0.1 0.1 -0.1
0.2 -0.8 0.2

Summary:
energy above the lowest of the compared OMol25 structures with the same formula, charge and spin = 28.5 kcal/mol
SMILES = C[C@@]1(CC#N)CN1
Kohn-Sham gap = 10.9 eV
molecular weight = 96.13 g/mol

natural (NBO) population analysis, charges in e, atoms 1 to 5: 0.250, 0.198, 0.231, -0.253, 0.202

---

no.,E (hartree)
1,-304.702891
2,-304.609163
3,-304.790029